[1]
A 15-piece molecular cluster, C21H50O17 overall in a non-equilibrium geometry. Source: OMol25; level of theory: the ωB97M-V functional and the def2-TZVPD basis.

Bonds (Å) are listed after each position.
Cartesian coordinates (Å):
1 C -2.94 -0.14 1.62  C2 1.542, H25 1.093, H26 1.096, H27 1.091
2 C -1.51 0.43 1.71  C1 1.542, C3 1.562, C4 1.543, H28 1.098
3 C -1.56 1.83 1.01  C2 1.562, H29 1.101, H30 1.081, H31 1.087
4 C -0.42 -0.42 1.03  C2 1.543, C5 1.541, H32 1.100, H33 1.096
5 C -0.50 -1.93 1.32  C4 1.541, C6 1.558, C7 1.534, H34 1.095
6 C 0.40 -2.21 2.55  C5 1.558, H35 1.090, H36 1.090, H37 1.095
7 C 0.03 -2.84 0.20  C5 1.534, O8 1.441, H38 1.096, H39 1.095
8 O -0.86 -3.04 -0.92  C7 1.441, C9 1.370
9 C -0.78 -2.05 -1.87  O8 1.370, C10 1.386, C14 1.391
10 C -1.93 -1.38 -2.25  C9 1.386, C11 1.385, H40 1.087
11 C -1.92 -0.36 -3.18  C10 1.385, C12 1.377, H41 1.083
12 C -0.71 0.00 -3.74  C11 1.377, C13 1.395, C23 1.503
13 C 0.47 -0.67 -3.40  C12 1.395, C14 1.377, C15 1.503
14 C 0.42 -1.69 -2.47  C9 1.391, C13 1.377, H42 1.087
15 C 1.77 -0.25 -4.01  C13 1.503, O16 1.210, C17 1.502
16 O 2.65 -1.04 -4.29  C15 1.210
17 C 1.90 1.24 -4.19  C15 1.502, C18 1.372, C22 1.401
18 C 3.09 1.91 -4.02  C17 1.372, C19 1.394, H43 1.086
19 C 3.14 3.29 -4.18  C18 1.394, C20 1.383, H44 1.084
20 C 1.98 3.98 -4.49  C19 1.383, C21 1.404, H45 1.083
21 C 0.77 3.28 -4.66  C20 1.404, C22 1.374, H46 1.086
22 C 0.72 1.91 -4.53  C17 1.401, C21 1.374, C23 1.511
23 C -0.56 1.13 -4.71  C12 1.503, C22 1.511, O24 1.207
24 O -1.40 1.41 -5.53  C23 1.207
25 H -3.08 -0.59 0.64  C1 1.093
26 H -3.04 -0.92 2.39  C1 1.096
27 H -3.65 0.64 1.86  C1 1.091
28 H -1.25 0.64 2.75  C2 1.098
29 H -2.03 2.51 1.75  C3 1.101
30 H -0.59 2.21 0.73  C3 1.081
31 H -2.26 1.82 0.18  C3 1.087
32 H 0.54 -0.08 1.44  C4 1.100
33 H -0.40 -0.17 -0.04  C4 1.096
34 H -1.50 -2.29 1.59  C5 1.095
35 H 0.44 -3.27 2.80  C6 1.090
36 H 0.04 -1.57 3.36  C6 1.090
37 H 1.40 -1.88 2.27  C6 1.095
38 H 1.03 -2.49 -0.09  C7 1.096
39 H 0.16 -3.83 0.64  C7 1.095
40 H -2.87 -1.65 -1.77  C10 1.087
41 H -2.83 0.17 -3.43  C11 1.083
42 H 1.31 -2.23 -2.17  C14 1.087
43 H 4.00 1.39 -3.76  C18 1.086
44 H 4.06 3.85 -4.06  C19 1.084
45 H 2.01 5.05 -4.59  C20 1.083
46 H -0.12 3.86 -4.91  C21 1.086
47 O -0.12 4.74 0.82  H48 0.967, H49 0.964
48 H -0.13 4.49 1.76  O47 0.967
49 H -0.92 5.25 0.71  O47 0.964
50 O 2.33 -0.28 4.06  H51 0.963, H52 0.963
51 H 2.88 -0.73 4.71  O50 0.963
52 H 2.77 0.57 3.94  O50 0.963
53 O 0.47 4.45 3.97  H54 0.962, H55 0.964
54 H 0.33 4.52 4.92  O53 0.962
55 H 1.07 5.18 3.77  O53 0.964
56 O 2.76 3.08 -7.96  H57 0.964, H58 0.962
57 H 2.70 2.80 -7.04  O56 0.964
58 H 1.98 3.63 -8.08  O56 0.962
59 O 0.19 -5.79 -1.31  H60 0.962, H61 0.967
60 H 0.53 -5.64 -2.20  O59 0.962
61 H -0.13 -4.92 -1.03  O59 0.967
62 O -0.10 -4.83 4.73  H63 0.964, H64 0.962
63 H 0.10 -5.76 4.81  O62 0.964
64 H -0.97 -4.81 4.33  O62 0.962
65 O -1.21 -6.87 6.69  H66 0.963, H67 0.963
66 H -1.20 -5.95 6.98  O65 0.963
67 H -2.15 -7.09 6.65  O65 0.963
68 O -1.77 0.36 5.23  H69 0.963, H70 0.963
69 H -1.19 -0.08 5.87  O68 0.963
70 H -1.35 1.21 5.08  O68 0.963
71 O 0.64 4.37 -1.42  H72 1.017, H73 0.962
72 H 0.44 4.38 -0.42  O71 1.017
73 H 1.23 5.11 -1.57  O71 0.962
74 O 0.69 6.68 -3.46  H75 0.963, H76 0.965
75 H 0.38 7.42 -4.00  O74 0.963
76 H -0.01 6.02 -3.53  O74 0.965
77 O -0.93 2.15 -1.46  H78 0.954, H79 0.980
78 H -0.36 1.72 -0.83  O77 0.954
79 H -0.52 3.03 -1.60  O77 0.980
80 O 4.78 -2.75 -3.35  H81 0.961, H82 0.968
81 H 4.71 -3.04 -2.43  O80 0.961
82 H 3.99 -2.21 -3.50  O80 0.968
83 O -0.71 -9.85 5.22  H84 0.964, H85 0.962
84 H -0.70 -8.94 5.51  O83 0.964
85 H -1.64 -10.08 5.18  O83 0.962
86 O -4.53 1.56 5.09  H87 0.961, H88 0.967
87 H -4.14 2.42 5.26  O86 0.961
88 H -3.83 0.92 5.28  O86 0.967

Calculated values
Calculated total energy in hartree: -2109.237990
Highest occupied orbital energy in eV: -8.995
Molar mass in g mol⁻¹: 574.6
Maximum force in Eh/bohr: 0.044

Atom-resolved charges from Löwdin, all expressed in e:
1 C -0.061
2 C -0.378
3 C -0.094
4 C -0.130
5 C -0.315
6 C -0.061
7 C -0.159
8 O -0.057
9 C -0.267
10 C 0.019
11 C 0.012
12 C -0.104
13 C -0.071
14 C 0.064
15 C -0.248
16 O 0.116
17 C -0.088
18 C -0.001
19 C -0.057
20 C -0.079
21 C -0.013
22 C -0.086
23 C -0.275
24 O 0.133
25 H 0.077
26 H 0.073
27 H 0.079
28 H 0.103
29 H 0.083
30 H 0.051
31 H 0.079
32 H 0.119
33 H 0.100
34 H 0.131
35 H 0.061
36 H 0.074
37 H 0.073
38 H 0.130
39 H 0.124
40 H 0.125
41 H 0.132
42 H 0.132
43 H 0.128
44 H 0.112
45 H 0.092
46 H 0.123
47 O -0.006
48 H 0.054
49 H 0.101
50 O -0.052
51 H 0.043
52 H 0.038
53 O -0.050
54 H 0.043
55 H 0.046
56 O -0.053
57 H 0.008
58 H 0.033
59 O -0.055
60 H 0.036
61 H -0.011
62 O -0.062
63 H 0.029
64 H 0.038
65 O -0.053
66 H 0.040
67 H 0.045
68 O -0.045
69 H 0.055
70 H 0.044
71 O -0.109
72 H -0.031
73 H 0.037
74 O -0.057
75 H 0.048
76 H 0.031
77 O -0.072
78 H 0.000
79 H 0.015
80 O -0.066
81 H 0.025
82 H -0.018
83 O -0.056
84 H 0.000
85 H 0.031
86 O -0.067
87 H 0.024
88 H -0.004

---

[2]
One molecule with the formula C8H14N2O3 in a non-equilibrium geometry. Source: OMol25; level of theory: the ωB97M-V functional and the def2-TZVPD basis.

Bonds (Å) are listed after each position.
Cartesian coordinates (Å):
1 C -1.56 0.05 0.11  C3 1.337, C4 1.489, N9 1.485
2 C 0.77 0.56 0.42  C8 1.576, N9 1.300, N10 1.344
3 C -2.58 -0.48 0.79  C1 1.337, C5 1.469, H14 1.075
4 C -1.70 1.09 -0.95  C1 1.489, H15 1.075, H16 1.153, H17 1.145
5 C -3.99 -0.43 0.35  C3 1.469, H18 1.097, H19 1.194, H20 1.094
6 C 2.81 -0.25 1.62  C8 1.517, H21 1.070, H22 1.065, H23 1.039
7 C 2.29 -1.08 -1.86  O13 1.401, H24 1.010, H25 1.096, H26 1.080
8 C 2.25 0.06 0.25  C2 1.576, C6 1.517, O13 1.374, H27 1.134
9 N -0.19 -0.30 0.56  C1 1.485, C2 1.300, O11 1.252
10 N 0.43 1.85 0.53  C2 1.344, O12 1.281
11 O -0.16 -1.46 1.04  N9 1.252
12 O 1.31 2.77 0.42  N10 1.281
13 O 2.34 -1.12 -0.46  C7 1.401, C8 1.374
14 H -2.35 -1.05 1.67  C3 1.075
15 H -0.85 1.10 -1.62  C4 1.075
16 H -1.73 2.08 -0.37  C4 1.153
17 H -2.53 0.96 -1.73  C4 1.145
18 H -4.65 -0.43 1.22  C5 1.097
19 H -4.29 -1.31 -0.39  C5 1.194
20 H -4.00 0.39 -0.38  C5 1.094
21 H 2.26 -1.00 2.15  C6 1.070
22 H 2.89 0.66 2.18  C6 1.065
23 H 3.79 -0.55 1.43  C6 1.039
24 H 2.38 -2.04 -2.15  C7 1.010
25 H 3.02 -0.42 -2.34  C7 1.096
26 H 1.38 -0.56 -2.13  C7 1.080
27 H 2.67 0.92 -0.35  C8 1.134

Calculated values
Calculated total energy in hartree: -648.208160
Relative energy (zero: lowest compared OMol25 entry of this formula, charge and spin) in eV: 8.179
Highest occupied orbital energy (alpha / beta) in eV: -8.872 / -8.720
Molar mass in g mol⁻¹: 186.2
Maximum force in Eh/bohr: 0.088

Atom-resolved charges from Löwdin, all expressed in e:
1 C -0.214
2 C -0.229
3 C -0.092
4 C -0.060
5 C -0.084
6 C -0.001
7 C -0.062
8 C -0.327
9 N -0.109
10 N -0.005
11 O 0.063
12 O -0.037
13 O -0.143
14 H 0.111
15 H 0.061
16 H 0.120
17 H 0.106
18 H 0.080
19 H 0.135
20 H 0.053
21 H 0.085
22 H 0.082
23 H 0.064
24 H 0.062
25 H 0.099
26 H 0.083
27 H 0.161

---

[3]
A 6-piece molecular cluster, C7H20O6 overall in a non-equilibrium geometry. Source: OMol25; level of theory: the ωB97M-V functional and the def2-TZVPD basis.

Bonds (Å) are listed after each position.
Cartesian coordinates (Å):
1 C 3.64 0.54 -0.03  C2 1.333, H9 1.088, H10 1.072
2 C 3.17 -0.69 0.18  C1 1.333, C3 1.458, H11 1.090
3 C 1.75 -1.02 0.23  C2 1.458, C4 1.338, H12 1.086
4 C 0.82 -0.38 -0.49  C3 1.338, C5 1.510, H13 1.076
5 C -0.65 -0.74 -0.43  C4 1.510, C6 1.549, H14 1.091, H15 1.080
6 C -1.15 -1.28 -1.79  C5 1.549, C7 1.483, H16 1.096, H17 1.096
7 C -0.06 -1.26 -2.79  C6 1.483, O8 1.214, H18 1.099
8 O 0.27 -0.25 -3.38  C7 1.214
9 H 4.70 0.77 -0.07  C1 1.088
10 H 3.02 1.41 -0.18  C1 1.072
11 H 3.87 -1.51 0.35  C2 1.090
12 H 1.43 -1.85 0.85  C3 1.086
13 H 1.17 0.37 -1.17  C4 1.076
14 H -1.22 0.17 -0.23  C5 1.091
15 H -0.87 -1.41 0.38  C5 1.080
16 H -1.99 -0.66 -2.14  C6 1.096
17 H -1.52 -2.29 -1.60  C6 1.096
18 H 0.46 -2.21 -2.99  C7 1.099
19 O -1.56 -3.06 2.08  H20 0.958, H21 0.968
20 H -1.07 -3.54 2.75  O19 0.958
21 H -1.72 -2.17 2.43  O19 0.968
22 O -0.73 2.96 0.19  H23 0.998, H24 0.961
23 H -0.55 2.54 -0.70  O22 0.998
24 H -1.39 3.65 0.05  O22 0.961
25 O -0.47 2.23 -2.42  H26 0.965, H27 0.996
26 H 0.17 2.79 -2.88  O25 0.965
27 H -0.26 1.33 -2.78  O25 0.996
28 O -0.75 1.90 2.70  H29 0.992, H30 0.965
29 H -0.80 2.24 1.77  O28 0.992
30 H 0.19 1.79 2.86  O28 0.965
31 O -1.91 -0.41 3.43  H32 0.959, H33 0.996
32 H -2.16 -0.21 4.34  O31 0.959
33 H -1.52 0.44 3.09  O31 0.996

Calculated values
Calculated total energy in hartree: -730.122999
SMILES: C=C/C=C/CCC=O.O.O.O.O.O
Relative energy (zero: lowest compared OMol25 entry of this formula, charge and spin) in eV: 1.052
Highest occupied orbital energy in eV: -8.881
Molar mass in g mol⁻¹: 200.2
Maximum force in Eh/bohr: 0.024

Atom-resolved charges from Löwdin, all expressed in e:
1 C 0.007
2 C -0.178
3 C -0.105
4 C -0.121
5 C -0.152
6 C -0.128
7 C -0.236
8 O 0.027
9 H 0.054
10 H 0.051
11 H 0.096
12 H 0.110
13 H 0.092
14 H 0.105
15 H 0.085
16 H 0.127
17 H 0.120
18 H 0.136
19 O -0.074
20 H 0.030
21 H -0.011
22 O -0.078
23 H 0.016
24 H 0.059
25 O -0.069
26 H 0.067
27 H 0.022
28 O -0.072
29 H 0.014
30 H 0.061
31 O -0.087
32 H 0.036
33 H -0.001